1.
A 4-piece molecular cluster, C30H66BrN2P2 overall. Source: OMol25; level of theory: ωB97M-V/def2-TZVPD.

HOMO level in eV: -11.48
Frontier orbital gap in eV: 8.565
Calculated total energy in a.u.: -4548.65851

Geometry as ORCA input:
```
! RIJCOSX wB97M-V def2-TZVPD def2/J DEFGRID3
* xyz 1 1
C 1.12320 3.97772 1.18004
C 0.45482 2.62958 1.51224
C -1.05895 2.61186 1.28908
Br -1.77657 4.32447 1.89137
N -1.82557 1.55419 1.97953
C -3.24246 1.49205 1.91729
P -4.62188 2.40646 1.09101
C -3.96763 3.25380 -0.41261
C -5.06890 3.71985 2.32398
C -6.29972 3.24225 3.14833
C -3.61567 0.42523 2.66808
N -2.46580 -0.13653 3.17360
C -1.39452 0.51107 2.71606
P 0.32732 -0.06450 3.07920
C 0.46366 0.05271 4.91585
C 0.27542 -1.84311 2.59560
C -0.67605 -2.09346 1.41067
H 0.70000 4.45887 0.30873
H 2.18001 3.77979 1.04235
H 1.05343 4.61280 2.05080
H 0.64317 2.45243 2.56220
H 0.93031 1.85721 0.91929
H -1.25022 2.49658 0.23175
H -4.12596 4.32328 -0.35490
H -2.94112 3.00723 -0.65014
H -4.57337 2.88304 -1.23247
H -5.31348 4.64056 1.80738
H -4.25273 3.86422 3.01553
H -5.95769 2.82208 4.08673
H -6.99513 4.04966 3.33301
H -6.81690 2.44943 2.61580
H -4.62095 0.09426 2.83139
H -2.46005 -0.94874 3.76744
H -0.35202 0.62223 5.34894
H 1.37759 0.59642 5.11335
H 0.53891 -0.93374 5.35679
H -0.03574 -2.47363 3.42271
H 1.27451 -2.11462 2.27789
H -0.69168 -1.24327 0.73100
H -1.68266 -2.24191 1.78078
H -0.36434 -2.96294 0.84684
C 1.48640 0.37678 -2.68389
C 1.41798 -0.87077 -1.81472
C 2.43325 -0.85990 -0.67113
C 3.90057 -0.85319 -1.09782
C 4.31083 -2.02231 -1.99126
C 4.15221 -3.38423 -1.32026
H 2.45694 0.48036 -3.16971
H 0.72881 0.35463 -3.46853
H 1.31431 1.26967 -2.07638
H 1.55204 -1.76672 -2.42546
H 0.41056 -0.94245 -1.39048
H 2.24711 -1.73163 -0.03373
H 2.25089 0.01829 -0.03884
H 4.52251 -0.85826 -0.19742
H 4.12806 0.08464 -1.61208
H 5.35731 -1.88789 -2.27319
H 3.74101 -2.00443 -2.92405
H 4.74107 -3.43670 -0.40224
H 4.49322 -4.18108 -1.98122
H 3.11041 -3.59338 -1.06847
C 3.92708 6.06366 -5.05926
C 2.40639 6.16846 -4.98406
C 1.89282 6.59970 -3.61133
C 2.22915 5.64086 -2.46871
C 1.72724 4.21151 -2.66253
C 0.20822 4.10693 -2.75289
H 4.31540 5.30493 -4.37780
H 4.24452 5.79086 -6.06599
H 4.39529 7.01707 -4.80811
H 1.95848 5.21325 -5.27271
H 2.06599 6.89784 -5.72261
H 0.80906 6.73862 -3.66573
H 2.30775 7.58248 -3.36963
H 1.80657 6.04447 -1.54165
H 3.31146 5.61684 -2.31712
H 2.06618 3.60551 -1.81560
H 2.18056 3.76759 -3.55229
H -0.26378 4.51671 -1.85399
H -0.09352 3.06103 -2.84783
H -0.19388 4.63855 -3.61522
C 0.74236 -6.08600 1.87339
C 0.40089 -6.94446 0.65977
C -0.89432 -6.52426 -0.03294
C -2.15221 -6.62853 0.83105
C -2.42965 -8.01940 1.39875
C -2.66511 -9.07718 0.32447
H -0.01819 -6.16593 2.65202
H 1.69286 -6.39471 2.30976
H 0.83086 -5.03402 1.58565
H 0.34904 -7.99417 0.95777
H 1.21686 -6.87429 -0.06375
H -1.02212 -7.12373 -0.93755
H -0.79338 -5.48740 -0.37423
H -3.01132 -6.31292 0.23057
H -2.08741 -5.91502 1.65959
H -3.31576 -7.96098 2.03588
H -1.60864 -8.33318 2.04899
H -3.50367 -8.80023 -0.31721
H -2.89587 -10.04117 0.77815
H -1.78632 -9.21561 -0.30672
*
```

Mulliken atomic charge list, values in e, 4 entries: number 1, C, carries -1.709; number 2, C, carries 0.425; number 3, C, carries -0.501; number 4, Br, carries -0.043


2.
A 12-piece molecular cluster, C30H66N4O8S8 overall. Source: OMol25; level of theory: ωB97M-V/def2-TZVPD.

HOMO level in eV: -7.43
Frontier orbital gap in eV: 7.512
ΔE to the lowest compared entry with this formula, charge and spin in eV: 0.0000
Calculated total energy in a.u.: -5188.76306

Geometry as ORCA input:
```
! RIJCOSX wB97M-V def2-TZVPD def2/J DEFGRID3
* xyz 0 1
C 0.44404 -4.62849 1.32534
S 0.35383 -3.36692 0.01949
O 1.67300 -3.10124 -0.55909
C -0.45500 -4.40681 -1.27932
H 0.83657 -4.16068 2.22524
H 1.03803 -5.48858 1.00807
H -0.51067 -5.13548 1.47881
H -1.50186 -4.60587 -1.03445
H -0.04384 -5.40700 -1.41434
H -0.45204 -3.78422 -2.17174
C -3.66893 1.91871 -5.27036
S -2.71987 0.93869 -4.01731
O -3.62821 0.75348 -2.82121
C -2.78645 -0.61340 -5.02194
H -4.65015 1.46731 -5.39126
H -3.13153 2.06158 -6.20796
H -3.64683 2.90968 -4.81528
H -3.79639 -0.69378 -5.42645
H -2.64761 -1.48320 -4.38476
H -2.08181 -0.46979 -5.83854
C 1.09422 -0.07205 -4.89169
S 0.35375 -1.54601 -4.08394
O -0.29131 -2.44416 -5.15549
C 1.90363 -2.41971 -3.59557
H 1.97974 0.25698 -4.34662
H 0.34004 0.71229 -4.88729
H 1.44277 -0.36043 -5.88301
H 2.42182 -2.64889 -4.52919
H 1.61079 -3.40700 -3.24533
H 2.54078 -1.88656 -2.89546
C 4.97497 3.30225 -2.16655
S 5.41473 2.55557 -0.56395
O 5.59218 1.10845 -0.87304
C 7.10652 3.27827 -0.46258
H 3.89083 3.41579 -2.15913
H 5.28653 2.61426 -2.95157
H 5.40039 4.28164 -2.38472
H 7.67350 2.98807 -1.35142
H 7.70529 2.82342 0.32653
H 7.16398 4.36561 -0.43047
C 5.39603 -0.91559 1.31423
S 5.74569 -2.59150 0.58699
O 5.95962 -2.56277 -0.90618
C 7.45674 -2.81018 1.23163
H 4.48109 -0.52256 0.88227
H 6.25189 -0.24722 1.25040
H 5.24888 -1.10376 2.38075
H 8.01460 -3.63392 0.78939
H 7.48642 -2.94117 2.31469
H 8.06287 -1.93024 1.00675
C 1.90981 0.49908 -0.68973
S 0.43251 0.82669 0.38278
O 0.31793 2.35238 0.49446
C -0.74163 0.32756 -0.95830
H 2.82151 0.48752 -0.09231
H 1.93377 1.23632 -1.49019
H 1.92798 -0.51087 -1.10399
H -0.69603 -0.75663 -1.06250
H -0.50536 0.72571 -1.94749
H -1.74044 0.73267 -0.79204
C 1.61795 0.96989 5.66794
S 2.98447 0.04065 4.81063
O 3.64333 -0.99918 5.71639
C 1.96155 -0.78627 3.49039
H 2.05127 1.50150 6.51093
H 0.98017 0.13639 5.95951
H 1.07353 1.62408 4.98981
H 1.23874 -0.13073 3.01060
H 1.51255 -1.67534 3.93547
H 2.71486 -1.15204 2.79223
C -5.05976 -0.31763 3.18283
S -5.56351 1.23454 2.34969
O -4.86862 2.33971 3.04683
C -4.73950 0.95352 0.77007
H -3.97667 -0.43205 3.14566
H -5.48513 -1.18246 2.67248
H -5.42829 -0.22003 4.20196
H -4.85796 1.81559 0.10770
H -5.16145 0.18774 0.11719
H -3.65512 0.87747 0.86945
C 0.14381 4.78783 2.77532
C -1.09548 5.47951 3.14311
N -2.06038 6.01090 3.42346
H -0.10970 3.72411 2.73917
H 0.93268 4.83844 3.52364
H 0.55074 4.93402 1.77636
N -1.62619 4.11149 -0.44301
C -2.30310 3.69109 -1.57122
C -3.05367 4.73871 -2.09309
C -2.82042 5.83647 -1.26900
C -1.90905 5.41062 -0.28708
H -0.94632 3.53929 0.04766
H -2.25032 2.67504 -1.92975
H -3.73298 4.69945 -2.93016
H -3.29071 6.80473 -1.19962
H -1.62204 6.00331 0.56768
N -4.30230 -3.51680 0.09203
C -3.69348 -2.41158 -0.45099
C -4.11435 -2.39847 -1.77634
C -4.91405 -3.52621 -2.00911
C -4.87409 -4.28570 -0.87952
H -4.30244 -3.73794 1.07420
H -3.11142 -1.71673 0.13011
H -3.92902 -1.58350 -2.45920
H -5.33678 -3.74176 -2.97792
H -5.40787 -5.20113 -0.67788
N -1.28426 -2.27600 4.80921
C -1.24741 -0.91898 4.83675
C -1.40098 -0.49834 3.55946
C -1.47087 -1.61770 2.70734
C -1.45055 -2.73665 3.52702
H -1.23200 -2.88252 5.61094
H -1.20718 -0.39503 5.77720
H -1.54036 0.51168 3.20118
H -1.57415 -1.66416 1.63506
H -1.38907 -3.75610 3.18521
*
```

Mulliken atomic charge list, values in e, 4 entries: number 1, C, carries -1.354; number 2, S, carries 1.076; number 3, O, carries -0.691; number 4, C, carries -1.025


3.
A 10-piece molecular cluster, C30H66O16P2 overall. Source: OMol25; level of theory: ωB97M-V/def2-TZVPD.

HOMO level in eV: -9.50
Structure (SMILES): COP(=O)(OC)OC.COP(=O)(OC)OC.CC(C)=O.CC(C)=O.CC(C)=O.CC(C)=O.CC(C)=O.CC(C)=O.CC(C)=O.CC(C)=O
Frontier orbital gap in eV: 9.859
Calculated total energy in a.u.: -3069.35433

Geometry as ORCA input:
```
! RIJCOSX wB97M-V def2-TZVPD def2/J DEFGRID3
* xyz 0 1
C 0.15880 2.88415 3.67668
O 1.34730 2.47594 4.39378
P 2.20429 1.18720 3.81977
O 3.34885 0.90198 4.68466
O 1.15391 -0.04409 3.65459
C 0.84727 -0.79336 4.83340
O 2.43946 1.55242 2.26774
C 3.56529 0.95219 1.62011
H -0.28076 1.99460 3.22704
H 0.42334 3.65080 2.93233
H -0.47745 3.36989 4.39144
H 1.73424 -1.36158 5.15959
H 0.05497 -1.51294 4.55627
H 0.46984 -0.08261 5.58628
H 3.72186 -0.11608 1.77051
H 4.38761 1.51577 2.02385
H 3.60286 1.18617 0.56451
C -1.65545 0.31558 7.05184
O -1.89522 0.82005 5.70847
P -3.05683 0.18218 4.81740
O -3.15635 -1.28248 4.72950
O -2.65083 0.84211 3.41460
C -3.39107 0.57884 2.19221
O -4.39007 0.77776 5.40295
C -4.71954 2.14609 5.57515
H -1.16337 1.05705 7.60614
H -1.04373 -0.60627 7.03423
H -2.57959 0.01630 7.58885
H -4.46611 0.63963 2.37137
H -3.03933 -0.36317 1.79715
H -3.05959 1.33927 1.53765
H -5.70965 2.23924 6.02118
H -4.61993 2.71080 4.67303
H -3.99360 2.59090 6.31642
C 2.66998 -3.78532 0.70770
C 3.42707 -4.51519 1.79319
C 4.26699 -3.71124 2.78605
O 3.34820 -5.68917 1.90214
H 1.98120 -3.06601 1.18095
H 2.02224 -4.48053 0.20460
H 3.27724 -3.20245 0.00533
H 5.31916 -3.98185 2.60161
H 4.03292 -3.98561 3.84726
H 4.22325 -2.64186 2.60012
C 2.63685 0.31037 -4.46497
C 3.89292 -0.09187 -3.74572
C 3.72863 -0.57705 -2.31522
O 4.99708 0.03227 -4.23016
H 2.95294 0.76796 -5.40443
H 2.01795 1.03796 -3.92829
H 1.94495 -0.49980 -4.67262
H 3.29103 0.16844 -1.65356
H 4.66940 -0.92268 -1.82004
H 3.04242 -1.45525 -2.30052
C -3.18938 -3.04521 0.88173
C -1.80639 -2.82126 1.40710
C -1.47249 -3.41295 2.76641
O -0.87418 -2.38642 0.73524
H -3.97046 -2.76207 1.61024
H -3.21040 -4.10012 0.66725
H -3.33929 -2.43164 0.04711
H -1.68461 -4.47384 2.67453
H -2.12365 -2.92273 3.55386
H -0.42111 -3.32051 2.99614
C 2.44763 4.48409 0.04439
C 3.09327 3.61487 -1.10083
C 4.35100 4.17019 -1.72618
O 2.62784 2.55093 -1.47862
H 1.46600 4.13658 0.24464
H 2.43508 5.53937 -0.30153
H 3.02126 4.39242 1.00789
H 4.98828 3.43504 -2.14700
H 4.98897 4.69560 -0.96225
H 4.23032 4.92842 -2.47290
C 0.07121 3.21698 -3.08032
C -1.15686 2.69042 -3.75141
C -0.96812 1.50988 -4.70311
O -2.21034 3.29195 -3.75920
H 0.92393 3.15778 -3.82167
H 0.32966 2.51335 -2.26331
H -0.12056 4.15736 -2.61139
H -1.93481 1.07186 -4.92630
H -0.32078 0.76043 -4.24169
H -0.49989 1.94883 -5.61529
C 0.78496 -0.09052 -0.15152
C -0.48516 -0.02503 -1.00388
C -0.56484 -1.02914 -2.14700
O -1.30797 0.83996 -0.93067
H 0.47085 0.33787 0.82053
H 1.60430 0.43953 -0.61101
H 1.10411 -1.14193 -0.09272
H -1.53187 -1.04417 -2.58838
H -0.23576 -2.06873 -1.95042
H 0.15323 -0.66879 -2.86686
C 0.91096 -2.42953 -5.64095
C 0.01253 -3.56058 -5.97501
C -1.35811 -3.33476 -5.33006
O 0.30114 -4.51910 -6.66028
H 1.73349 -2.22183 -6.33662
H 1.33606 -2.61016 -4.62839
H 0.37144 -1.46010 -5.49322
H -1.91706 -4.28558 -5.28200
H -1.99438 -2.70070 -5.92445
H -1.21667 -2.90945 -4.35817
C -4.66844 0.73721 -4.13444
C -4.36117 0.28110 -2.72659
C -4.56633 1.27328 -1.64108
O -3.92825 -0.83367 -2.47792
H -4.12405 1.62944 -4.48297
H -5.75381 0.87871 -4.13374
H -4.42137 -0.08451 -4.86322
H -4.26760 0.86340 -0.65697
H -5.59362 1.54696 -1.57923
H -4.01156 2.12576 -1.92044
*
```

Mulliken atomic charge list, values in e, 4 entries: number 1, C, carries -0.411; number 2, O, carries -0.441; number 3, P, carries 0.038; number 4, O, carries -0.791


> Which of these has the lowest frontier orbital gap?

C30H66N4O8S8


> Number 3 is which compound?

C30H66O16P2